C17H26N5OSn as an isolated structure in a non-equilibrium geometry. Source: OMol25; level of theory: the ωB97M-V functional and the def2-TZVPD basis.

Element x y z (Å)
Sn (0.751, 0.973, -0.920)
C (-3.110, 3.510, -1.274)
C (-2.001, 2.611, -0.874)
N (-1.147, 2.091, -1.679)
C (-1.345, 1.954, -3.106)
C (-0.590, 0.695, -3.542)
N (-0.516, -0.276, -2.421)
C (-0.039, -1.621, -2.855)
C (1.460, -1.662, -2.818)
N (1.950, -1.500, -1.425)
C (2.080, -2.728, -0.611)
C (1.162, -2.790, 0.591)
N (1.496, -1.844, 1.661)
C (0.973, -0.897, 2.679)
C (0.172, -1.368, 3.857)
C (-0.525, 0.975, 2.008)
C (-1.301, 1.333, 3.106)
C (-2.370, 2.156, 2.868)
C (-2.621, 2.629, 1.579)
C (-1.804, 2.218, 0.548)
N (-0.774, 1.363, 0.766)
H (-3.081, 3.720, -2.330)
H (-2.979, 4.447, -0.725)
H (-4.089, 3.118, -0.997)
H (-0.948, 2.803, -3.637)
H (-2.393, 1.894, -3.334)
H (0.417, 0.929, -3.883)
H (-1.088, 0.234, -4.394)
H (-1.458, -0.384, -2.054)
H (-0.428, -1.827, -3.844)
H (-0.478, -2.353, -2.177)
H (1.901, -0.850, -3.397)
H (1.810, -2.587, -3.282)
H (2.876, -1.076, -1.490)
H (3.117, -2.827, -0.294)
H (1.868, -3.604, -1.206)
H (1.206, -3.753, 1.094)
H (0.116, -2.605, 0.393)
H (-0.868, -1.527, 3.566)
H (0.207, -0.634, 4.660)
H (0.584, -2.290, 4.237)
H (-1.049, 1.027, 4.107)
H (-2.976, 2.480, 3.706)
H (-3.442, 3.314, 1.400)
C (3.801, -1.163, 2.731)
C (2.384, -1.290, 2.416)
O (0.688, 0.343, 2.098)
H (3.935, -1.572, 3.742)
H (4.043, -0.085, 2.715)
H (4.423, -1.704, 2.042)

Properties
**HOMO energy**: -18.5 eV
**Total charge**: +3
**HOMO-LUMO gap**: 8.494 eV
**E**: -33353.0772 eV